[1]
Molecular formula: C4H9N2
Method: DFT, wB97M-V/def2-TZVPD

Results
multiplicity: 3
HOMO energy (alpha / beta): -9.09 / -14.96 eV
total charge: +1
relative energy (zero: lowest compared OMol25 entry of this formula, charge and spin): 5.1105 eV
LUMO energy (alpha / beta): -3.75 / -6.97 eV
F_max: 6.12 eV/Å

Cartesian coordinates (Å):
1 C -0.125 -3.096 1.073
2 C -1.314 -2.929 0.713
3 C 0.841 2.901 -1.055
4 C 0.213 1.668 -0.288
5 N 0.286 0.447 -0.610
6 N -0.560 -1.631 0.954
7 H 0.667 -3.768 1.469
8 H -2.333 -3.011 0.466
9 H 1.387 3.473 -0.346
10 H -0.016 3.226 -1.561
11 H 1.445 2.600 -1.856
12 H -0.545 1.937 0.454
13 H -0.038 -0.975 0.197
14 H 0.960 0.103 -1.366
15 H -0.867 -0.943 1.755

=====

[2]
Molecular formula: C4H9N2O
Method: DFT, wB97M-V/def2-TZVPD

Results
multiplicity: 2
HOMO energy (alpha / beta): -4.31 / -8.01 eV
relative energy (zero: lowest compared OMol25 entry of this formula, charge and spin): 0.8092 eV
LUMO energy (alpha / beta): 0.94 / 0.93 eV
F_max: 0.96 eV/Å

Cartesian coordinates (Å):
1 C -0.041 -1.298 3.145
2 C -0.188 -0.410 1.959
3 C -0.655 -0.641 0.724
4 N -0.490 0.514 -0.046
5 C 0.298 1.408 0.692
6 N 0.398 0.854 1.977
7 H 0.402 -0.712 3.958
8 H 0.674 -2.096 2.978
9 H -0.917 -1.775 3.554
10 H -1.159 -1.521 0.409
11 H -0.487 0.477 -1.040
12 H 0.560 2.358 0.331
13 H 0.609 1.356 2.816
14 H -0.454 0.391 -7.131
15 H 0.971 0.961 -7.177
16 O 0.480 0.135 -7.149

=====

[3]
Molecular formula: C4H9N2O
Method: DFT, wB97M-V/def2-TZVPD

Results
HOMO energy: -14.23 eV
total charge: +1
relative energy (zero: lowest compared OMol25 entry of this formula, charge and spin): 3.7458 eV
LUMO energy: -4.67 eV
SMILES: NCC1=[NH+]OCC1
F_max: 3.68 eV/Å

Cartesian coordinates (Å):
1 C 0.082 -0.653 0.975
2 C 0.413 -0.148 -1.556
3 C 0.026 0.247 2.193
4 C 0.164 0.317 -0.164
5 N 0.068 1.527 0.313
6 N -0.551 -1.136 -1.852
7 O -0.092 1.596 1.623
8 H 1.039 -1.333 0.898
9 H -0.790 -1.254 0.800
10 H 0.329 0.730 -2.282
11 H 1.366 -0.559 -1.662
12 H -0.877 0.131 2.816
13 H 0.947 0.357 2.716
14 H -0.243 2.317 -0.183
15 H -1.401 -0.577 -1.824
16 H -0.480 -1.563 -2.811